DFT (ωB97M-V/def2-TZVPD) results for a cluster of 2 separate species, C3H8O2 in total at a distorted geometry.

- E: -7335.0183 eV
- Net charge: 0
- ΔE to the lowest compared entry with this formula, charge and spin: 99.6 kJ/mol
- Structure (SMILES): C=C(C)O.O

Last column: natural (NBO) charge in e.
Positions of all 13 atoms, in Å:
C 0.336 0.674 1.202  -0.580
C -0.680 0.059 0.596  0.355
C -0.852 -1.446 0.691  -0.662
O -1.675 0.618 -0.123  -0.673
H 1.103 0.060 1.641  0.212
H 0.424 1.742 1.169  0.198
H 0.057 -1.892 1.104  0.218
H -1.099 -1.796 -0.316  0.225
H -1.653 -1.707 1.373  0.226
H -1.385 1.500 -0.399  0.484
O 1.635 0.996 -2.549  -0.943
H 2.236 0.276 -2.801  0.469
H 1.552 0.916 -1.589  0.473


DFT (ωB97M-V/def2-TZVPD) results for a cluster of 2 separate species, C3H8O2 in total at a distorted geometry.

- <S²>: 0.75
- E: -7324.9725 eV
- Net charge: +1
- ΔE to the lowest compared entry with this formula, charge and spin: 156.0 kJ/mol
- Multiplicity: 2

Last column: natural (NBO) charge in e.
Positions of all 13 atoms, in Å:
C 1.271 1.158 0.207  -0.137
C 0.503 0.134 -0.387  0.531
O 0.927 -1.218 -0.474  -0.637
C -0.618 0.551 -1.331  -0.742
H 1.013 2.258 -0.036  0.259
H 2.307 0.847 0.527  0.264
H 0.368 -1.706 0.175  0.555
H -1.223 -0.320 -1.914  0.299
H -1.296 1.087 -0.652  0.283
H -0.456 1.344 -2.041  0.303
H -1.463 -1.827 2.270  0.504
H -0.675 -0.683 1.843  0.458
O -0.658 -1.626 1.813  -0.938


DFT (ωB97M-V/def2-TZVPD) results for a cluster of 2 separate species, C3H8O2S in total at a distorted geometry.

- E: -18170.3696 eV
- Net charge: 0
- ΔE to the lowest compared entry with this formula, charge and spin: 84.4 kJ/mol
- Structure (SMILES): O=CO.CSC

Last column: natural (NBO) charge in e.
Positions of all 14 atoms, in Å:
O 4.459 -0.404 -0.663  -0.539
C 3.410 0.099 -0.446  0.642
O 3.231 0.835 0.673  -0.698
H 2.514 0.014 -1.060  0.100
H 2.512 1.474 0.640  0.492
C -2.258 0.914 0.669  -0.741
S -1.066 0.421 -0.615  0.173
C -1.286 -1.348 -0.537  -0.756
H -3.229 0.445 0.496  0.213
H -1.868 0.627 1.643  0.213
H -2.353 1.999 0.712  0.235
H -2.287 -1.353 -0.112  0.220
H -0.667 -1.964 0.134  0.215
H -1.114 -1.757 -1.534  0.233


DFT (ωB97M-V/def2-TZVPD) results for a cluster of 2 separate species, C3H8O2S in total at a distorted geometry.

- E: -18165.0415 eV
- Net charge: 0
- ΔE to the lowest compared entry with this formula, charge and spin: 598.5 kJ/mol
- Structure (SMILES): C=CC.OOS

Last column: natural (NBO) charge in e.
Positions of all 14 atoms, in Å:
C 0.785 -0.483 -1.154  -0.391
C 0.814 -1.539 -0.356  -0.178
C -0.337 -2.632 -0.357  -0.628
H 1.376 0.335 -0.957  0.185
H 0.195 -0.327 -2.126  0.196
H 1.482 -1.576 0.521  0.195
H -0.113 -3.517 -0.961  0.210
H -1.241 -2.431 -0.618  0.200
H -0.263 -2.915 0.714  0.207
O 0.299 3.657 1.843  -0.449
O -0.005 3.320 0.552  -0.374
S -1.257 2.222 0.371  0.284
H 0.621 3.013 2.430  0.461
H -2.354 2.873 0.098  0.082


DFT (ωB97M-V/def2-TZVPD) results for a cluster of 2 separate species, C3H8O2S in total at a distorted geometry.

- <S²>: 0.75
- E: -18161.6637 eV
- Net charge: +1
- ΔE to the lowest compared entry with this formula, charge and spin: 49.8 kJ/mol
- Multiplicity: 2

Last column: natural (NBO) charge in e.
Positions of all 14 atoms, in Å:
C 1.427 -0.772 1.516  -0.622
C 1.151 -0.645 0.019  -0.603
S 0.783 1.037 -0.405  0.737
H 1.819 -1.740 1.777  0.272
H 0.565 -0.513 2.134  0.243
H 2.205 -0.055 1.788  0.225
H 1.942 -1.042 -0.635  0.309
H 0.248 -1.169 -0.318  0.285
H 1.726 1.719 0.288  0.142
O -1.547 0.171 -2.145  -0.614
C -2.532 0.334 -1.488  0.655
O -2.589 1.228 -0.487  -0.651
H -3.488 -0.192 -1.584  0.154
H -1.710 1.639 -0.461  0.468


DFT (ωB97M-V/def2-TZVPD) results for a cluster of 2 separate species, C3H8O2S2 in total.

- E: -29005.6264 eV
- Net charge: 0
- ΔE to the lowest compared entry with this formula, charge and spin: 117.9 kJ/mol
- Structure (SMILES): O=CCCSS.O

Last column: natural (NBO) charge in e.
Positions of all 15 atoms, in Å:
O 1.629 -3.420 -0.435  -0.509
C 1.379 -2.548 0.355  0.444
C 0.452 -1.396 0.015  -0.528
C -0.557 -1.133 1.112  -0.530
S -1.738 0.184 0.683  0.105
S -0.653 1.919 0.902  -0.133
H 1.891 -2.530 1.343  0.106
H 1.099 -0.532 -0.167  0.226
H -0.003 -1.697 -0.921  0.238
H -1.222 -1.983 1.243  0.231
H -0.074 -0.865 2.052  0.227
H 0.444 1.608 0.191  0.122
O 1.777 2.916 -3.267  -0.937
H 2.370 3.534 -3.712  0.469
H 2.055 2.051 -3.583  0.468


DFT (ωB97M-V/def2-TZVPD) results for a cluster of 2 separate species, C3H8O2S2 in total.

- <S²>: 0.75
- E: -28996.8771 eV
- Net charge: +1
- ΔE to the lowest compared entry with this formula, charge and spin: 0.0 kJ/mol
- Multiplicity: 2

Last column: natural (NBO) charge in e.
Positions of all 15 atoms, in Å:
C 0.792 -0.315 0.544  -0.522
C 1.776 -0.333 1.725  0.447
O 1.471 0.038 2.812  -0.464
C -0.301 0.696 0.916  -0.580
S -1.699 0.615 -0.208  0.599
S -2.964 -0.729 0.625  0.101
H 0.374 -1.330 0.484  0.257
H 1.353 -0.118 -0.366  0.259
H 2.790 -0.693 1.487  0.163
H 0.040 1.734 0.857  0.274
H -0.665 0.377 1.898  0.280
H -3.319 0.094 1.640  0.185
H -0.141 0.523 -3.631  0.458
H 0.341 -0.210 -4.858  0.483
O 0.153 -0.349 -3.925  -0.940


DFT (ωB97M-V/def2-TZVPD) results for the molecule C3H8O2Si2 at a distorted geometry.

- E: -23092.3118 eV
- Net charge: 0
- ΔE to the lowest compared entry with this formula, charge and spin: 76.8 kJ/mol

Last column: natural (NBO) charge in e.
Positions of all 15 atoms, in Å:
C -1.575 2.197 -0.085  -0.268
C -1.526 0.879 -0.316  -0.710
C -0.272 -2.085 0.320  -1.119
O 1.415 0.517 1.051  -1.247
O 1.337 -0.082 -1.306  -1.261
Si 2.493 0.329 -0.072  1.666
Si 0.049 -0.221 -0.354  2.025
H -2.450 2.808 -0.206  0.195
H -0.668 2.739 0.133  0.199
H -2.246 0.552 -0.996  0.217
H -1.346 -2.488 0.594  0.256
H -0.140 -2.725 -0.553  0.241
H 0.499 -2.134 1.088  0.260
H 3.294 1.555 -0.499  -0.220
H 3.235 -1.025 -0.244  -0.233


DFT (ωB97M-V/def2-TZVPD) results for a cluster of 2 separate species, C3H8O3 in total at a distorted geometry.

- E: -9382.3950 eV
- Net charge: 0
- ΔE to the lowest compared entry with this formula, charge and spin: 135.7 kJ/mol
- Structure (SMILES): O=CCCO.O

Last column: natural (NBO) charge in e.
Positions of all 14 atoms, in Å:
O -0.798 -1.543 0.953  -0.544
C -0.980 -1.119 -0.159  0.463
C -0.522 0.237 -0.608  -0.563
C 0.627 0.076 -1.655  -0.046
O 1.639 1.070 -1.464  -0.715
H -1.424 -1.711 -0.984  0.107
H -1.305 0.755 -1.164  0.228
H -0.255 0.862 0.236  0.255
H 1.090 -0.913 -1.649  0.164
H 0.240 0.306 -2.644  0.184
H 1.846 1.156 -0.531  0.471
O -0.131 1.016 2.464  -0.972
H -0.315 0.081 2.309  0.493
H -0.287 1.214 3.391  0.476


DFT (ωB97M-V/def2-TZVPD) results for a cluster of 2 separate species, C3H8O3 in total at a distorted geometry.

- E: -9381.3904 eV
- Net charge: 0
- ΔE to the lowest compared entry with this formula, charge and spin: 232.7 kJ/mol
- Structure (SMILES): O=CCCO.O

Last column: natural (NBO) charge in e.
Positions of all 14 atoms, in Å:
O 0.110 0.264 0.581  -0.509
C 0.077 0.421 -0.612  0.429
C -0.497 -0.576 -1.691  -0.547
C -1.333 0.241 -2.636  -0.066
O -0.799 0.215 -4.026  -0.727
H 0.607 1.391 -0.918  0.112
H -1.254 -1.217 -1.231  0.251
H 0.397 -0.919 -2.236  0.233
H -1.194 1.269 -2.314  0.167
H -2.420 -0.028 -2.767  0.200
H 0.152 -0.039 -3.974  0.456
O 2.090 -0.491 7.084  -0.937
H 1.703 0.275 6.738  0.466
H 1.327 -1.153 7.229  0.472


DFT (ωB97M-V/def2-TZVPD) results for a cluster of 2 separate species, C3H8O3 in total.

- E: -9383.5101 eV
- Net charge: 0
- ΔE to the lowest compared entry with this formula, charge and spin: 28.2 kJ/mol
- Structure (SMILES): CCC(=O)O.O

Last column: natural (NBO) charge in e.
Positions of all 14 atoms, in Å:
C 1.301 1.055 -1.665  -0.598
C 2.340 0.598 -0.623  -0.511
C 1.808 0.872 0.750  0.792
O 2.095 1.798 1.462  -0.589
O 0.813 0.007 1.077  -0.695
H 0.292 0.967 -1.268  0.218
H 1.434 2.105 -1.897  0.215
H 1.373 0.468 -2.579  0.216
H 3.257 1.158 -0.776  0.230
H 2.564 -0.460 -0.657  0.227
H 0.690 0.140 2.029  0.495
O -5.732 -3.043 1.658  -0.932
H -5.626 -2.991 0.696  0.466
H -6.611 -2.674 1.793  0.466


DFT (ωB97M-V/def2-TZVPD) results for a structure of composition C3H8O3 at a distorted geometry.

- E: -9370.8995 eV
- Net charge: 0
- ΔE to the lowest compared entry with this formula, charge and spin: 1244.9 kJ/mol

Last column: natural (NBO) charge in e.
Positions of all 14 atoms, in Å:
O 1.153 2.190 -0.714  -1.035
C -0.634 -0.170 -0.762  0.009
O -1.361 -0.910 -1.659  -0.472
C 1.063 -0.273 -0.141  -0.177
C -0.016 -1.125 0.248  -0.417
H -1.033 0.704 -0.240  0.301
H 1.251 0.873 -0.065  0.369
H -0.320 -0.240 -1.922  0.508
H 1.951 -0.752 -0.533  0.224
H -0.706 -1.081 1.215  0.400
H 0.023 -2.203 0.232  0.276
H -1.551 -0.028 2.943  0.453
H 1.663 2.998 -0.582  0.448
O -1.484 0.018 1.979  -0.888


DFT (ωB97M-V/def2-TZVPD) results for the molecule C3H8O3 at a distorted geometry.

- E: -9380.5897 eV
- Net charge: 0
- ΔE to the lowest compared entry with this formula, charge and spin: 309.9 kJ/mol
- Structure (SMILES): OCC(O)CO

Last column: natural (NBO) charge in e.
Positions of all 14 atoms, in Å:
O -0.767 -0.146 1.633  -0.736
C -1.389 0.350 0.472  -0.122
C -0.221 -0.501 -0.476  0.080
O 0.680 -1.494 0.090  -0.742
C 0.798 0.489 -0.983  -0.092
O 1.485 1.086 0.117  -0.731
H 0.089 0.308 1.548  0.476
H -2.442 -0.009 0.397  0.172
H -1.568 1.462 0.664  0.186
H -0.853 -1.036 -1.162  0.178
H 0.246 -2.278 0.453  0.487
H 1.521 0.013 -1.657  0.178
H 0.248 1.276 -1.486  0.183
H 2.147 0.449 0.422  0.482


DFT (ωB97M-V/def2-TZVPD) results for a structure of composition C3H8O3Pb at a distorted geometry.

- <S²>: 0.76
- E: -14619.7047 eV
- Net charge: +1
- ΔE to the lowest compared entry with this formula, charge and spin: 0.0 kJ/mol
- Multiplicity: 2

Last column: Mulliken charge in e.
Positions of all 15 atoms, in Å:
O -0.245 -1.132 1.112  -0.404
C -1.167 -0.660 0.110  -0.295
C -0.512 0.496 -0.617  -0.524
O -0.969 -0.967 4.899  -0.482
Pb -0.570 -1.709 3.113  1.109
H -2.099 -0.349 0.592  0.387
H -1.376 -1.494 -0.571  0.265
H -1.134 0.789 -1.479  0.387
H -0.382 1.374 0.039  0.342
O 0.758 0.014 -1.024  -0.368
H 0.652 -1.076 0.716  0.447
C 1.590 0.990 -1.606  -0.729
H 1.131 1.401 -2.519  0.291
H 1.784 1.815 -0.900  0.327
H 2.538 0.506 -1.865  0.249


DFT (ωB97M-V/def2-TZVPD) results for a cluster of 2 separate species, C3H8O3S in total at a distorted geometry.

- E: -20218.7608 eV
- Net charge: 0
- ΔE to the lowest compared entry with this formula, charge and spin: 18.3 kJ/mol
- Structure (SMILES): O=C(O)CCS.O

Last column: natural (NBO) charge in e.
Positions of all 15 atoms, in Å:
O -2.537 -0.855 1.461  -0.599
C -1.382 -0.600 1.698  0.790
O -0.782 -1.008 2.826  -0.672
C -0.462 -0.001 0.686  -0.543
C -1.163 0.685 -0.459  -0.475
S 0.041 1.089 -1.807  -0.055
H -1.460 -1.498 3.314  0.497
H 0.106 -0.841 0.263  0.256
H 0.333 0.611 1.117  0.233
H -1.881 0.012 -0.919  0.241
H -1.596 1.638 -0.206  0.221
H 0.711 1.927 -1.010  0.108
O 3.184 -0.681 -2.496  -0.942
H 4.091 -0.664 -2.160  0.467
H 2.795 0.184 -2.309  0.473


DFT (ωB97M-V/def2-TZVPD) results for a cluster of 2 separate species, C3H8O3S2 in total at a distorted geometry.

- E: -31052.8566 eV
- Net charge: 0
- ΔE to the lowest compared entry with this formula, charge and spin: 141.8 kJ/mol
- Structure (SMILES): O=C(O)CCSS.O

Last column: natural (NBO) charge in e.
Positions of all 16 atoms, in Å:
O -1.079 -1.012 -1.064  -0.586
C -0.021 -0.620 -1.408  0.812
O 0.570 -1.000 -2.594  -0.703
C 1.091 -0.037 -0.582  -0.563
C 0.770 -0.513 0.841  -0.531
S 1.633 0.655 2.066  0.055
S 0.134 1.172 3.328  -0.134
H -0.066 -1.373 -3.276  0.499
H 2.164 -0.239 -0.990  0.268
H 0.967 1.141 -0.602  0.259
H 1.139 -1.555 1.211  0.242
H -0.391 -0.474 1.045  0.270
H -0.388 -0.031 3.708  0.128
O -2.516 1.352 -0.568  -0.955
H -2.008 0.572 -0.911  0.482
H -1.997 1.964 -0.205  0.457


DFT (ωB97M-V/def2-TZVPD) results for a cluster of 2 separate species, C3H8O3Si in total at a distorted geometry.

- E: -17261.8146 eV
- Net charge: 0
- ΔE to the lowest compared entry with this formula, charge and spin: 218.9 kJ/mol
- Structure (SMILES): O=[Si](O)O.C=CC

Last column: natural (NBO) charge in e.
Positions of all 15 atoms, in Å:
O -1.772 0.645 1.933  -1.180
Si -0.753 1.760 1.785  2.343
O -1.054 3.382 1.921  -1.084
O 0.806 1.569 1.847  -1.129
H -1.886 3.636 1.478  0.510
H 1.537 1.821 1.240  0.540
C -0.121 -2.721 -1.057  -0.385
C -0.107 -1.396 -1.101  -0.179
C 1.005 -0.533 -1.072  -0.653
H 0.731 -3.312 -1.097  0.181
H -1.054 -3.392 -1.113  0.201
H -1.026 -0.804 -1.192  0.195
H 1.716 -0.867 -1.838  0.224
H 1.370 -0.197 -0.159  0.221
H 0.608 0.410 -1.575  0.194


DFT (ωB97M-V/def2-TZVPD) results for a cluster of 2 separate species, C3H8O4 in total at a distorted geometry.

- E: -11429.1858 eV
- Net charge: 0
- ΔE to the lowest compared entry with this formula, charge and spin: 201.0 kJ/mol
- Structure (SMILES): C1OCOCO1.O

Last column: natural (NBO) charge in e.
Positions of all 15 atoms, in Å:
C 0.627 0.373 -0.485  0.215
O 0.078 -0.478 0.454  -0.538
C -0.755 -1.419 -0.102  0.197
O -1.810 -0.877 -0.873  -0.517
C -1.201 -0.108 -1.840  0.207
O -0.451 0.892 -1.267  -0.528
H 1.327 -0.279 -1.043  0.134
H 1.229 1.137 0.043  0.191
H -1.177 -1.940 0.779  0.188
H -0.109 -2.138 -0.641  0.134
H -2.045 0.228 -2.471  0.190
H -0.571 -0.783 -2.452  0.126
O 1.561 2.177 3.185  -0.940
H 1.658 1.384 2.611  0.469
H 1.639 1.830 4.103  0.471


DFT (ωB97M-V/def2-TZVPD) results for a cluster of 3 separate species, C3H8O4S in total.

- <S²>: 0.75
- E: -22267.4334 eV
- Net charge: -1
- ΔE to the lowest compared entry with this formula, charge and spin: 0.0 kJ/mol
- Multiplicity: 2

Last column: natural (NBO) charge in e.
Positions of all 16 atoms, in Å:
O -2.474 -1.691 -1.172  -0.733
C -1.719 -0.884 -0.604  0.781
O -1.996 0.315 -0.294  -0.799
C -0.339 -1.460 -0.226  -0.527
C 0.773 -0.475 0.118  -0.580
S 2.168 -1.339 0.839  0.056
H -0.024 -2.067 -1.071  0.213
H -0.497 -2.188 0.573  0.218
H 1.038 0.064 -0.793  0.199
H 0.452 0.273 0.849  0.250
H 1.969 2.409 -0.721  0.455
H 0.662 2.925 -0.165  0.503
O 1.550 3.236 -0.452  -0.982
H -1.482 2.940 0.582  0.462
H -1.167 1.413 0.470  0.514
O -0.808 2.295 0.853  -1.031


DFT (ωB97M-V/def2-TZVPD) results for a cluster of 3 separate species, C3H8O4S in total at a distorted geometry.

- E: -22266.0858 eV
- Net charge: -2
- ΔE to the lowest compared entry with this formula, charge and spin: 61.4 kJ/mol

Last column: natural (NBO) charge in e.
Positions of all 16 atoms, in Å:
O -1.276 -2.278 1.169  -0.783
C -0.840 -1.224 0.636  0.773
O -1.663 -0.459 0.019  -0.825
C 0.644 -0.865 0.929  -0.529
C 1.530 -2.097 0.630  -0.479
S 3.345 -1.636 0.468  -0.817
H 0.555 -0.737 2.028  0.198
H 1.030 0.060 0.509  0.195
H 1.505 -2.763 1.494  0.191
H 1.120 -2.526 -0.272  0.176
H -1.860 3.254 -2.704  0.455
H -0.680 3.208 -1.936  0.509
O -0.936 3.512 -2.828  -0.973
H -0.204 1.628 0.403  0.466
H -1.393 1.000 -0.336  0.516
O -0.877 1.923 -0.210  -1.075